27
Properties=species:S:1:pos:R:3:forces:R:3:nbo_charge:R:1 method="wB97M-V/def2-TZVPD" lumo_ev=-7.97 gap_ev=7.982 spin_multiplicity=1 total_charge=+2
C 3.924416 0.973251 1.323945 0.9 0.8 -1.7 -0.29
C 2.947128 0.795879 0.449041 0.5 0.8 -2.7 -0.09
N 1.722525 0.230396 0.898055 -1.0 1.3 0.7 -0.48
C 0.637332 0.194061 0.172929 -2.3 -2.3 3.5 0.47
C 0.649413 0.256347 -1.295218 -1.4 0.1 -0.5 -0.56
C -0.462048 -0.765216 -1.676879 1.2 -1.8 -2.3 0.14
N -0.652229 -0.734103 -3.100000 -2.4 0.6 0.3 -0.87
N -1.783034 -0.617238 -1.133422 -1.5 0.9 0.6 -0.56
C -1.979413 -0.362494 0.168275 1.2 -1.0 0.8 0.43
N -3.212240 -0.118501 0.717238 -1.2 1.3 -2.5 -0.85
C -0.878395 -0.339590 1.002532 5.2 1.4 -2.5 -0.12
N -0.992472 0.009423 2.432591 -3.5 -0.1 -2.3 -0.73
H 4.925032 1.373283 0.979725 -1.4 -0.5 0.8 0.28
H 3.682747 0.794639 2.341201 0.5 -0.3 1.0 0.21
H 2.943625 1.150204 -0.677372 0.2 -1.0 2.6 0.25
H 1.707868 0.142870 1.940328 -0.2 -0.3 -1.2 0.43
H 0.303199 1.273690 -1.721660 1.0 -1.4 0.7 0.30
H 1.595967 -0.201205 -1.762987 -1.3 1.2 0.8 0.30
H -0.065307 -1.794450 -1.374441 -0.4 1.1 -0.2 0.20
H 0.024864 -0.969635 -3.769997 1.1 -0.4 -0.4 0.41
H -1.388566 -0.103943 -3.459250 1.0 -0.5 0.4 0.40
H -2.580113 -0.938482 -1.715945 1.0 0.4 0.5 0.46
H -3.767396 -0.656081 1.327881 0.1 -1.5 1.1 0.44
H -3.874870 0.099955 -0.044707 0.3 0.3 0.6 0.43
H -0.747134 -0.787773 3.060838 -0.2 1.1 -0.2 0.47
H -2.126705 0.169223 2.363479 2.6 0.0 1.2 0.48
H -0.554193 0.925490 2.553819 0.0 -0.2 1.0 0.45



24
Properties=species:S:1:pos:R:3:forces:R:3:nbo_charge:R:1 method="wB97M-V/def2-TZVPD" lumo_ev=0.84 gap_ev=10.367 smiles="C=C[C@@H](C)O.CC(C)=N" spin_multiplicity=1
C -3.017960 0.148987 -1.218918 -0.1 0.0 0.1 -0.38
C -2.130453 0.294579 -0.250936 0.4 0.0 -0.4 -0.19
C -1.105599 1.397157 -0.184671 -0.4 0.0 0.6 0.06
C -1.211160 2.147816 1.147085 0.1 0.0 -0.4 -0.63
O 0.193042 0.862451 -0.366302 0.9 -1.6 2.1 -0.74
H -3.675294 -0.705625 -1.263278 -0.1 -0.1 0.0 0.20
H -3.124969 0.884278 -2.002465 0.0 0.1 -0.1 0.19
H -2.020030 -0.471764 0.509138 -0.1 -0.1 0.2 0.18
H -1.270808 2.094195 -1.013565 0.1 -0.1 0.1 0.18
H -1.006685 1.474263 1.980572 0.0 -0.1 0.0 0.20
H -0.482709 2.956196 1.176919 0.0 0.1 0.0 0.22
H -2.212984 2.552870 1.272832 -0.1 0.1 0.1 0.21
H 0.443768 0.207372 0.419726 -1.1 2.4 -2.4 0.49
C 1.292577 -1.373274 1.190225 2.2 0.0 -1.5 -0.77
C 2.247625 -0.942065 -0.143975 -1.9 -1.7 2.4 0.37
C 1.744953 -1.491171 -1.432690 -0.1 0.3 -0.3 -0.69
N 3.376914 -0.440433 -0.002804 0.8 0.8 -0.5 -0.64
H 1.453214 -0.667042 2.006146 -0.4 0.2 -0.1 0.22
H 0.265530 -1.677261 0.996115 -0.1 0.5 -0.1 0.23
H 1.783600 -2.289097 1.521002 0.1 -0.1 0.0 0.24
H 0.770295 -1.063581 -1.661848 -0.1 -0.1 0.1 0.25
H 1.637035 -2.573680 -1.359398 0.1 -0.1 0.0 0.22
H 2.419009 -1.219452 -2.240936 0.1 -0.2 0.0 0.23
H 3.631090 -0.105719 0.922026 -0.3 -0.2 0.2 0.34



24
Properties=species:S:1:pos:R:3:forces:R:3:nbo_charge:R:1 method="wB97M-V/def2-TZVPD" lumo_ev=0.82 gap_ev=7.833 spin_multiplicity=1
C 0.464422 0.710852 0.242937 2.7 -1.8 2.0 0.34
C 0.054502 -0.676371 -0.120394 0.8 0.5 -1.6 -0.32
C 1.448987 -0.969872 0.235043 -0.8 1.2 1.2 -0.23
C -1.540667 0.614011 -1.563201 0.8 -2.9 -2.4 -0.23
C -0.291115 -0.758709 -1.559788 -3.2 3.4 0.5 -0.37
C 0.123364 1.360479 1.555804 0.3 -0.1 -0.3 -0.67
C 1.802027 -1.894523 1.360518 0.1 0.4 0.4 -0.63
N -2.694735 0.305997 -0.756277 0.2 -0.2 0.3 -0.87
O 1.142367 1.517832 -0.657086 -0.8 -0.1 -0.6 -0.72
H 1.650089 2.195355 -0.198536 -0.1 -0.2 0.2 0.48
H -0.708633 -1.070984 0.544947 0.1 0.0 0.0 0.23
H 2.223361 -0.807422 -0.505740 -0.3 0.1 -0.1 0.20
H -3.569227 0.574193 -1.191765 0.2 0.0 0.2 0.37
H -2.628169 0.698486 0.173466 -0.2 0.0 -0.1 0.35
H -1.807741 0.461199 -2.610444 -0.5 0.4 0.0 0.18
H -1.185697 1.650251 -1.508938 0.6 -0.5 0.4 0.18
H 0.492109 -0.410066 -2.226920 0.1 -0.2 0.1 0.21
H -0.776210 -1.686463 -1.856078 0.0 0.1 -0.2 0.21
H -0.471765 2.259438 1.370587 -0.2 0.0 0.0 0.21
H -0.436051 0.684356 2.197986 0.0 0.0 0.0 0.23
H 1.019780 1.684737 2.094073 0.0 0.0 0.1 0.21
H 0.923493 -2.180717 1.939411 -0.1 0.0 0.0 0.20
H 2.247580 -2.817378 0.982455 0.0 0.0 -0.1 0.21
H 2.517928 -1.444682 2.057940 0.0 -0.2 0.0 0.20



24
Properties=species:S:1:pos:R:3:forces:R:3:nbo_charge:R:1 method="wB97M-V/def2-TZVPD" lumo_ev="0.82 / 0.71" gap_ev="7.535 / 6.778" spin_multiplicity=1
C -2.052774 -0.242151 -0.190322 -1.0 0.2 0.6 0.34
C 0.503334 -0.272227 -0.543873 1.3 0.4 0.5 -0.33
C 0.112276 0.434497 0.544095 -0.9 -0.6 -0.6 -0.33
C -2.689961 0.002856 1.141368 -0.2 0.0 -0.1 -0.68
C -2.180997 -1.637058 -0.729377 0.1 0.1 0.0 -0.70
C 3.572188 1.508216 -0.237885 -0.1 0.1 0.0 -0.74
C 2.741122 0.340667 0.207091 1.0 -0.7 -0.2 0.33
O -2.413609 0.760983 -1.078301 0.1 0.0 -0.1 -0.73
N 3.094832 -0.653996 0.877630 -0.1 0.2 -0.1 -0.72
H -2.133515 0.520266 -1.968957 0.0 0.0 0.1 0.47
H 4.091949 -0.662786 1.165404 -0.3 0.2 -0.1 0.32
H 0.798369 -1.307098 -0.434561 0.0 0.0 0.0 0.21
H 0.363116 0.097220 -1.552623 0.2 0.2 0.0 0.19
H 0.230713 -0.007941 1.523946 0.0 0.1 0.0 0.21
H -0.096196 1.495055 0.491051 -0.2 -0.1 -0.1 0.20
H -2.278457 -0.668858 1.894846 0.0 0.0 0.0 0.21
H -2.540818 1.032926 1.465349 0.0 0.0 0.0 0.22
H -1.762740 -2.360629 -0.029452 0.0 0.0 0.0 0.23
H -3.774951 -0.176495 1.089290 0.0 0.0 0.0 0.20
H -3.238680 -1.896108 -0.897131 0.1 0.1 0.1 0.21
H -1.670860 -1.758351 -1.688741 0.1 0.0 0.0 0.21
H 3.221307 2.427713 0.236799 -0.1 0.0 -0.1 0.23
H 3.470086 1.641583 -1.317501 0.1 0.0 0.1 0.23
H 4.634266 1.381718 0.031858 -0.2 -0.1 -0.1 0.20



We obtain energy relative to the best compared isomer or geometry (same formula, charge and spin) values of 80.2, 62.6, 101.7, 151.8 kcal/mol for the records listed above, in that order.
We obtain E values of -14933.0902, -11037.9601, -11036.2665, -11034.0910 eV for the records listed above, in that order.